3 unconnected molecules or ions with the total composition C16H31F5IO5P2. Source: OMol25; level of theory: the ωB97M-V functional and the def2-TZVPD basis.

Positions of all 60 atoms, in Å:
1 C 2.6144 -2.0640 -1.9969
2 C 1.7427 -1.0003 -2.0064
3 P 0.9182 -0.0325 -0.5891
4 C 0.0874 1.0315 0.8166
5 C -1.3905 1.3475 0.7912
6 O -2.1608 0.8058 1.5216
7 C 1.8264 1.6344 -1.1340
8 C 1.0361 2.8196 -1.6138
9 O 0.0481 3.2898 -1.2346
10 I 1.9749 3.9291 -3.3062
11 P -0.6300 0.3579 -2.1898
12 O -0.2442 1.0964 -3.4568
13 C 2.4023 -0.3670 0.5880
14 C 3.8361 -0.0213 0.1131
15 F 2.5844 -1.7255 1.0078
16 C -0.1130 -1.5784 0.0586
17 F 0.3900 -2.7944 -0.3632
18 F -0.0604 -1.7163 1.4080
19 C -1.6447 -1.7695 -0.2848
20 F -2.2281 -2.4574 0.7563
21 F -1.8352 -2.6338 -1.3018
22 H 2.2402 -3.0481 -2.3055
23 H 3.6502 -2.0510 -1.6547
24 H 1.5820 -0.6552 -3.0426
25 H 0.5616 2.0120 0.9542
26 H 0.2304 0.6322 1.8265
27 H -1.8388 2.1077 0.1195
28 H 2.3980 2.1019 -0.3220
29 H 2.5044 1.3569 -1.9375
30 H -1.9229 0.7671 -1.7935
31 H -0.8007 -0.9319 -2.7820
32 H 2.3512 0.1709 1.5406
33 H 4.5725 -0.7100 0.5282
34 H 3.9931 0.0226 -0.9673
35 H 4.1197 0.9630 0.5049
36 H -2.3047 -0.9091 -0.3841
37 C -3.2599 2.6325 -3.6780
38 C -4.6685 2.3223 -3.1980
39 C -5.5648 3.5504 -3.2732
40 O -4.6252 1.8429 -1.8525
41 H -2.7962 3.4020 -3.0531
42 H -2.6291 1.7468 -3.6112
43 H -3.2620 2.9800 -4.7129
44 H -5.0946 1.5210 -3.8043
45 H -5.1777 4.3491 -2.6342
46 H -6.5701 3.3145 -2.9181
47 H -5.6350 3.9265 -4.2957
48 H -4.2496 2.5404 -1.3024
49 C 0.6286 -3.0615 4.9696
50 C 2.0358 -2.7269 4.5004
51 C 3.0860 -3.2825 5.4524
52 O 2.1811 -1.3132 4.4019
53 H 0.4343 -2.6211 5.9532
54 H -0.1094 -2.6485 4.2810
55 H 0.4788 -4.1410 5.0360
56 H 2.1938 -3.1328 3.5008
57 H 2.9706 -2.8492 6.4510
58 H 4.0886 -3.0264 5.1060
59 H 3.0117 -4.3688 5.5341
60 H 2.0424 -0.9370 5.2785

Forces on atoms 1 to 2 (eV/Å):
-0.20 0.12 0.23
1.27 0.08 -0.41

net charge: -1
multiplicity: 1
DFT total energy: -2483.9910 hartree
E_HOMO: -4.4644 eV

How positive or negative is each atom? The Löwdin charges in e answer that: C -0.04; C -0.31; P 0.63; C -0.24; C -0.36; O 0.03; C -0.33; C -0.87; O -0.01; I 0.62; P 0.68; O -0.53; C -0.38; C -0.10; F -0.11; C -0.47; F 0.02; F 0.05; C -0.34; F 0.04; F 0.05; H 0.06; H 0.04; H 0.07; H 0.08; H 0.09; H 0.10; H 0.09; H 0.04; H -0.01; H 0.02; H 0.10; H 0.08; H 0.06; H 0.07; H 0.12; C -0.06; C -0.50; C -0.07; O -0.06; H 0.09; H 0.04; H 0.08; H 0.14; H 0.08; H 0.07; H 0.08; H 0.08; C -0.06; C -0.50; C -0.07; O -0.06; H 0.08; H 0.08; H 0.08; H 0.14; H 0.08; H 0.08; H 0.08; H 0.08

3 unconnected molecules or ions with the total composition C16H31FNO6PS2. Source: OMol25; level of theory: the ωB97M-V functional and the def2-TZVPD basis.

Positions of all 58 atoms, in Å:
1 C 3.1998 -5.3234 0.0939
2 C 2.9215 -4.0244 0.3714
3 O 2.3560 -3.6697 1.5589
4 C 2.5507 -2.3398 1.9441
5 O 3.2504 -2.0836 2.8697
6 N 1.7934 -1.4415 1.1707
7 C 2.5438 -0.2016 0.9147
8 C 3.2406 -0.2680 -0.4355
9 F 4.4969 -0.8534 -0.2688
10 P 0.2433 -1.1581 2.0358
11 C -0.6880 0.1275 1.1123
12 C -0.6766 -2.7017 1.6849
13 C -1.0899 -2.8935 0.2115
14 H 2.8068 -5.7668 -0.8123
15 H 3.8371 -5.9030 0.7503
16 H 3.1878 -3.1920 -0.2802
17 H 3.3227 -0.0201 1.6558
18 H 1.9017 0.6754 0.8823
19 H 2.6465 -0.8039 -1.1743
20 H 3.4082 0.7664 -0.7428
21 H -0.0762 0.7768 0.4882
22 H -1.4926 -0.2613 0.4900
23 H -1.1630 0.7405 1.8761
24 H -0.0804 -3.5621 1.9848
25 H -1.5919 -2.6932 2.2784
26 H -1.9703 -2.2924 -0.0111
27 H -1.3917 -3.9294 0.0529
28 H -0.2762 -2.6375 -0.4659
29 C -5.3522 3.0955 3.0288
30 C -5.1454 2.3738 4.3676
31 C -5.4035 0.8808 4.1280
32 S -4.9989 0.5726 2.4026
33 O -6.1991 0.1965 1.7022
34 O -3.8077 -0.2350 2.3212
35 C -4.6014 2.2694 1.9897
36 H -4.9871 4.1207 3.0605
37 H -6.4157 3.1239 2.7831
38 H -4.1179 2.5209 4.7055
39 H -5.8031 2.7638 5.1425
40 H -4.7788 0.2457 4.7506
41 H -6.4509 0.6221 4.2690
42 H -4.9059 2.4691 0.9652
43 H -3.5229 2.3884 2.0910
44 C 2.8143 0.5674 -4.7487
45 C 2.2592 1.5798 -5.7595
46 C 1.7100 2.7710 -4.9629
47 S 2.6639 2.8360 -3.4385
48 O 1.7849 2.5573 -2.3278
49 O 3.5154 3.9958 -3.4496
50 C 3.6504 1.3791 -3.7644
51 H 3.4090 -0.2053 -5.2329
52 H 1.9903 0.0790 -4.2234
53 H 3.0642 1.9157 -6.4156
54 H 1.4862 1.1414 -6.3885
55 H 1.8326 3.7133 -5.4901
56 H 0.6657 2.6311 -4.6908
57 H 3.8486 0.8565 -2.8340
58 H 4.5854 1.7075 -4.2166

Forces on atoms 1 to 2 (eV/Å):
0.08 0.56 0.20
-0.35 -0.62 -0.47

net charge: 0
multiplicity: 1
DFT total energy: -2371.9160 hartree
E_HOMO: -7.9100 eV

How positive or negative is each atom? The Löwdin charges in e answer that: C 0.02; C -0.19; O 0.02; C -0.59; O 0.16; N -0.19; C -0.19; C -0.19; F -0.05; P 0.98; C -0.27; C -0.40; C -0.15; H 0.04; H 0.05; H 0.11; H 0.13; H 0.10; H 0.12; H 0.10; H 0.03; H 0.03; H 0.02; H 0.06; H 0.07; H 0.05; H 0.07; H 0.06; C -0.22; C -0.21; C -0.22; S 0.66; O -0.31; O -0.34; C -0.23; H 0.12; H 0.12; H 0.12; H 0.11; H 0.10; H 0.10; H 0.11; H 0.10; C -0.22; C -0.21; C -0.22; S 0.66; O -0.33; O -0.32; C -0.23; H 0.12; H 0.12; H 0.12; H 0.11; H 0.10; H 0.10; H 0.08; H 0.11

A molecular structure, C16H31ILuO7Si2. Source: OMol25; level of theory: the ωB97M-V functional and the def2-TZVPD basis.

Positions of all 58 atoms, in Å:
1 C -3.6823 -3.4247 0.9100
2 C -3.0321 -2.8592 -0.5107
3 O -2.7467 -3.6301 -1.5721
4 O -2.7849 -1.4080 -0.5828
5 C -3.7663 -0.7350 -1.4655
6 C -3.1471 0.7766 -1.7794
7 C -1.8449 0.5115 -2.7867
8 C -0.6482 1.5693 -2.3152
9 C 0.8640 0.9410 -2.4168
10 Si 1.3613 -0.1630 -0.8857
11 C 0.5791 0.7315 0.6639
12 C 0.7402 -0.1070 2.0632
13 C 1.5115 0.9040 3.1294
14 C 0.5020 1.8827 3.9722
15 O -0.8759 1.9497 3.4608
16 C -1.2431 3.3426 3.0761
17 C -1.5538 3.5887 1.4648
18 O -1.3155 4.2991 4.0126
19 C 3.2992 -0.1839 -0.8616
20 C 3.9580 -0.5253 0.6002
21 C 3.7780 -2.1131 1.0599
22 O 3.9619 -2.3962 2.3553
23 O 3.4366 -3.2148 0.1420
24 O 0.6839 -1.7836 -0.9272
25 Si 0.9881 -2.6008 -2.4525
26 I 1.1873 -5.0706 -2.2939
27 H -3.6643 -2.5370 1.7046
28 H -2.9840 -4.3001 1.2688
29 H -4.7830 -3.7791 0.6935
30 H -3.8058 -1.2803 -2.5195
31 H -4.8322 -0.6238 -0.9685
32 H -3.9079 1.4780 -2.3450
33 H -2.8421 1.2271 -0.7433
34 H -2.2405 0.8123 -3.8711
35 H -1.4793 -0.6011 -2.7828
36 H -0.6935 2.4510 -3.1189
37 H -0.9002 2.0799 -1.2826
38 H 1.6105 1.8718 -2.3737
39 H 1.0577 0.4270 -3.4500
40 H -0.5910 0.7759 0.4369
41 H 0.9326 1.8634 0.7303
42 H 1.3111 -1.1464 1.9421
43 H -0.3375 -0.4079 2.4794
44 H 2.2386 0.2586 3.7815
45 H 2.2097 1.6247 2.4833
46 H 0.9571 2.9827 3.9135
47 H 0.5725 1.5855 5.1230
48 H -2.1778 2.6892 1.0395
49 H -0.5729 3.7323 0.8209
50 H -2.2023 4.5602 1.3833
51 H 3.7806 -0.9173 -1.6561
52 H 3.6521 0.9118 -1.1778
53 H 3.6455 0.2354 1.4551
54 H 5.1359 -0.3771 0.4773
55 H 3.8314 -3.0448 -0.7723
56 H 2.1223 -2.0039 -3.2040
57 H -0.2068 -2.3450 -3.2979
58 Lu 4.9530 1.5159 -2.2300

Forces on atoms 1 to 2 (eV/Å):
0.94 0.85 -0.61
0.54 -2.97 -3.62

net charge: +3
multiplicity: 1
DFT total energy: -3265.5265 hartree
E_HOMO: -17.1646 eV

How positive or negative is each atom? The Löwdin charges in e answer that: C 0.02; C -0.25; O 0.04; O -0.12; C -0.15; C -0.12; C -0.15; C -0.21; C -0.26; Si 0.50; C -0.21; C -0.19; C -0.15; C -0.14; O -0.08; C -0.24; C 0.00; O 0.06; C -0.37; C -0.11; C -0.26; O 0.06; O 0.00; O -0.42; Si 0.15; I 0.74; H 0.11; H 0.11; H 0.13; H 0.16; H 0.17; H 0.15; H 0.09; H 0.14; H 0.08; H 0.15; H 0.09; H 0.06; H 0.10; H 0.10; H 0.10; H 0.12; H 0.15; H 0.13; H 0.11; H 0.15; H 0.18; H 0.08; H 0.09; H 0.12; H 0.08; H -0.22; H 0.13; H 0.13; H 0.11; H -0.05; H -0.02; Lu 1.84

A molecular structure, C16H31IrN3O5PS3. Source: OMol25; level of theory: the ωB97M-V functional and the def2-TZVPD basis.

Positions of all 60 atoms, in Å:
1 Ir -0.3276 -0.2050 -0.1910
2 N 1.5565 -0.5336 1.2928
3 C 2.8214 -0.0646 0.7655
4 C 2.8148 -0.2460 -0.7539
5 N 1.7292 0.5462 -1.3089
6 H 1.3713 -0.2011 2.2300
7 H 1.4463 -1.5462 1.2698
8 H 3.6935 -0.5758 1.2009
9 H 2.9019 1.0018 0.9923
10 H 2.6053 -1.2899 -0.9872
11 H 3.7977 0.0303 -1.1697
12 H 1.5489 0.3175 -2.2798
13 H 1.8969 1.5407 -1.1941
14 S -2.2488 4.1686 -0.3764
15 C -1.4820 2.6775 -0.4405
16 S -0.2074 2.2709 0.6516
17 S -1.9156 1.4406 -1.5587
18 C -1.8913 -5.3146 0.5722
19 C -2.4286 -4.7247 1.8752
20 C -1.6088 -5.2510 3.0527
21 C -3.9118 -5.0825 2.0389
22 O -2.4076 -3.3104 1.8251
23 P -1.0864 -2.3807 1.8533
24 O 0.0800 -2.9624 1.1414
25 O -1.6138 -1.0296 1.4328
26 O -0.6584 -2.3262 3.4285
27 C -1.2587 -1.4898 4.4101
28 C -0.9639 -2.1620 5.7595
29 C -2.7634 -1.3381 4.2010
30 C -0.5884 -0.1123 4.3641
31 H -1.9573 -6.4013 0.5951
32 H -0.8607 -5.0017 0.4409
33 H -2.4625 -4.9341 -0.2701
34 H -1.6558 -6.3379 3.0842
35 H -1.9896 -4.8534 3.9902
36 H -0.5779 -4.9272 2.9428
37 H -4.0516 -6.1613 2.0450
38 H -4.4697 -4.6485 1.2122
39 H -4.2940 -4.6621 2.9667
40 H -1.4268 -3.1443 5.7962
41 H -1.3470 -1.5592 6.5784
42 H 0.1101 -2.2846 5.8765
43 H -3.2602 -2.3031 4.2639
44 H -2.9465 -0.9186 3.2164
45 H -3.1781 -0.6751 4.9565
46 H 0.4863 -0.2275 4.5002
47 H -0.9735 0.5318 5.1523
48 H -0.7818 0.3523 3.4005
49 O 0.0335 -1.5062 -2.0335
50 N -0.8998 -2.3555 -2.4546
51 C -0.6782 -3.7078 -2.3626
52 C -1.5744 -4.5968 -2.8737
53 C -2.7499 -4.1508 -3.4985
54 C -2.9515 -2.7579 -3.5775
55 C -2.0360 -1.8941 -3.0631
56 H 0.2233 -3.9907 -1.8457
57 H -1.3786 -5.6562 -2.7936
58 H -3.4865 -4.8446 -3.8691
59 H -3.8426 -2.3689 -4.0466
60 H -2.1554 -0.8229 -3.0719

Forces on atoms 1 to 2 (eV/Å):
0.80 4.64 -0.26
-0.78 -0.65 -0.42

energy above the lowest of the compared OMol25 structures with the same formula, charge and spin: 236.03 kJ/mol
net charge: -1
multiplicity: 2
expectation value of S²: 0.763
DFT total energy: -2809.1092 hartree
E_HOMO (spin up / spin down): -2.6260 / -3.4754 eV

How positive or negative is each atom? The Löwdin charges in e answer that: Ir 0.76; N -0.05; C -0.26; C -0.27; N -0.08; H 0.07; H 0.04; H 0.11; H 0.11; H 0.11; H 0.10; H 0.07; H 0.06; S 0.33; C -1.91; S 0.39; S 0.39; C -0.04; C -0.64; C -0.03; C -0.03; O -0.15; P 0.27; O -0.31; O -0.42; O -0.17; C -0.64; C -0.03; C -0.03; C -0.03; H 0.08; H 0.06; H 0.07; H 0.08; H 0.08; H 0.08; H 0.08; H 0.08; H 0.08; H 0.07; H 0.08; H 0.08; H 0.08; H 0.07; H 0.09; H 0.08; H 0.08; H 0.07; O -0.26; N -0.17; C -0.02; C -0.08; C -0.06; C -0.05; C -0.01; H 0.14; H 0.11; H 0.10; H 0.11; H 0.08